138
Properties=species:S:1:pos:R:3 method="wB97M-V/def2-TZVPD" gap_ev=7.81 total_charge=+1
C 2.7487 1.1083 2.1231
C 2.6278 1.5734 0.6649
N 2.2545 0.5435 -0.2988
C 0.9545 -0.0627 -0.2996
C -0.3045 0.6509 -0.9122
C -0.8405 1.9221 -0.1954
I -0.9658 1.5726 1.9305
C -0.3882 3.3301 -0.5299
C -1.0723 4.4210 0.3092
C -0.2092 0.6682 -2.4654
Cl -1.6004 1.6254 -3.1102
C 1.0158 1.2370 -3.1959
C 1.6518 2.5462 -2.7421
C 2.7832 2.9292 -3.6702
F 2.4103 2.8133 -4.9673
F 3.1166 4.2206 -3.4681
F 3.9103 2.2053 -3.5221
C -0.5162 -0.8223 -2.8979
N -1.8661 -1.1087 -2.9486
Cl 0.0419 -1.0984 -4.6027
N 0.3574 -1.8967 -2.1030
C -0.2170 -3.3069 -2.2592
C -1.5053 -3.8209 -1.6465
C -2.4574 -3.1487 -0.9052
C -3.5941 -3.7926 -0.4558
C -3.7938 -5.1192 -0.7603
C -2.8473 -5.8290 -1.4899
C -3.0343 -7.2876 -1.8054
C -1.7134 -5.1623 -1.9249
C 1.0728 -1.5349 -0.7916
S 0.5804 -2.4780 0.7609
C 0.6908 -4.2398 0.6464
O -0.7431 -2.0574 1.1006
O 1.6245 -2.0585 1.6554
S 2.8379 -2.0088 -1.2210
O 2.7280 -3.3954 -1.6028
O 3.2288 -1.1167 -2.2796
C 4.2045 -2.0297 0.0985
F 5.2879 -1.6365 -0.5951
F 4.0455 -1.1706 1.0919
C 4.5794 -3.4331 0.7174
F 5.6166 -3.1134 1.5308
F 3.5960 -3.9115 1.4851
C 5.0776 -4.5690 -0.2429
F 5.5228 -4.0950 -1.4151
F 4.0344 -5.4014 -0.4809
C 6.1943 -5.4521 0.3926
F 7.3720 -4.8156 0.3679
F 6.2959 -6.5723 -0.3468
F 5.8688 -5.7925 1.6491
H 2.3845 0.0965 2.2784
H 3.7929 1.1231 2.4365
H 2.2112 1.7758 2.7928
H 3.6093 1.9232 0.3403
H 1.9865 2.4565 0.6313
H 2.7088 0.6249 -1.1914
H 0.6766 -0.1292 0.7541
H -1.1027 -0.0704 -0.6856
H -1.9043 1.9106 -0.4380
H 0.6826 3.4825 -0.4280
H -0.6529 3.5554 -1.5625
H -0.5285 4.6432 1.2243
H -1.0695 5.3458 -0.2680
H -2.1202 4.1895 0.5035
H 1.7868 0.4816 -3.3665
H 0.6535 1.4700 -4.1954
H 0.9364 3.3594 -2.8667
H 2.0056 2.5870 -1.7184
H -2.1285 -1.9569 -3.4221
H -2.4208 -0.9074 -2.1343
H 1.1424 -1.9946 -2.7637
H -0.3201 -3.3878 -3.3452
H 0.6043 -3.9825 -2.0482
H -2.3067 -2.1229 -0.6176
H -4.3167 -3.2371 0.1294
H -4.6867 -5.6384 -0.4367
H -2.0567 -7.7655 -1.8330
H -3.6015 -7.7894 -1.0288
H -3.4864 -7.4203 -2.7887
H -0.9891 -5.7225 -2.5083
H -0.3267 -4.6232 0.5850
H 1.1478 -4.5451 1.5844
H 1.2777 -4.5969 -0.1906
N -1.7613 -9.4964 0.0546
C -2.4595 -10.5647 0.4344
C -1.9468 -11.5732 1.2362
C -0.6345 -11.4706 1.6669
C 0.1074 -10.3660 1.2797
C -0.5021 -9.4136 0.4787
H -3.4822 -10.6145 0.0762
H -2.5632 -12.4169 1.5133
H -0.1972 -12.2375 2.2924
H 1.1360 -10.2449 1.5902
H 0.0487 -8.5345 0.1564
N -5.1404 -1.5575 1.5304
C -5.6848 -1.4043 2.7352
C -5.8396 -0.1718 3.3525
C -5.4053 0.9617 2.6858
C -4.8365 0.8175 1.4305
C -4.7299 -0.4585 0.9028
H -6.0111 -2.3131 3.2274
H -6.2912 -0.1067 4.3324
H -5.5094 1.9406 3.1349
H -4.4848 1.6749 0.8724
H -4.2947 -0.6114 -0.0824
N -1.5161 7.7892 0.0304
C -1.4400 8.6935 -0.9444
C -2.1497 9.8839 -0.9429
C -2.9870 10.1507 0.1284
C -3.0794 9.2216 1.1523
C -2.3243 8.0629 1.0531
H -0.7759 8.4503 -1.7669
H -2.0462 10.5820 -1.7621
H -3.5585 11.0691 0.1654
H -3.7225 9.3832 2.0089
H -2.3673 7.3124 1.8358
N 7.5677 2.3435 -3.0713
C 6.9208 1.2610 -2.6459
C 7.5037 0.2753 -1.8671
C 8.8364 0.4135 -1.5111
C 9.5239 1.5325 -1.9494
C 8.8453 2.4653 -2.7221
H 5.8853 1.1818 -2.9512
H 6.9228 -0.5767 -1.5542
H 9.3287 -0.3349 -0.9035
H 10.5645 1.6852 -1.6991
H 9.3508 3.3551 -3.0802
N -5.4180 9.5716 4.0473
C -5.6778 8.7118 5.0295
C -6.1108 9.0937 6.2898
C -6.2815 10.4442 6.5473
C -6.0141 11.3518 5.5358
C -5.5879 10.8657 4.3093
H -5.5315 7.6637 4.7921
H -6.3084 8.3491 7.0485
H -6.6171 10.7832 7.5185
H -6.1328 12.4151 5.6903
H -5.3722 11.5470 3.4934

12
Properties=species:S:1:pos:R:3 method="wB97M-V/def2-TZVPD" gap_ev=8.72 smiles="C=C1C=C(F)C(Cl)=C1" e_above_lowest_kcal_mol=36.7
C 1.9904 -0.5823 -0.0060
C 0.7192 -0.1922 0.0011
C 0.2134 1.2080 -0.0059
C -1.1279 1.1201 -0.0027
F -2.0051 2.1085 -0.0021
C -1.5574 -0.2895 0.0048
Cl -3.2044 -0.7477 -0.0031
C -0.4639 -1.0754 -0.0029
H 2.7998 0.1284 0.0053
H 2.2525 -1.6329 -0.0026
H 0.8282 2.1001 0.0110
H -0.4448 -2.1451 0.0032

50
Properties=species:S:1:pos:R:3 method="wB97M-V/def2-TZVPD" spin_multiplicity=3 gap_ev="7.49 / 7.46" s_squared=2.006
Ni 0.2601 -0.3347 0.6422
O 1.4933 0.0506 2.0997
C 2.6833 0.5089 1.9082
C 3.6745 0.2844 2.9046
C 4.9527 0.7461 2.7707
C 5.3457 1.5039 1.6480
C 4.4066 1.7808 0.6946
C 3.0852 1.2898 0.7823
C 2.1180 1.7854 -0.1514
N 0.9604 1.2729 -0.3668
C -0.1060 2.1073 -0.8880
C -1.0319 2.3941 0.3035
N -1.2797 1.1148 0.9577
C -1.7058 1.0559 2.1598
C -1.9618 -0.1932 2.8456
C -2.3726 -0.1391 4.1825
C -2.6452 -1.2783 4.9026
C -2.5091 -2.5135 4.2660
C -2.1063 -2.5992 2.9522
C -1.8041 -1.4495 2.1948
O -1.3720 -1.5440 0.9620
H 3.3738 -0.3048 3.7611
H 5.6797 0.5279 3.5445
H 6.3575 1.8746 1.5572
H 4.6660 2.3975 -0.1607
H 2.3706 2.7259 -0.6572
H -0.6637 1.5532 -1.6466
H 0.2731 3.0354 -1.3263
H -1.9712 2.8302 -0.0462
H -0.5510 3.1068 0.9827
H -1.8955 1.9641 2.7448
H -2.4728 0.8347 4.6512
H -2.9555 -1.2211 5.9367
H -2.7179 -3.4241 4.8153
H -1.9991 -3.5614 2.4663
C 1.0314 -4.9582 -2.1937
N 1.4823 -3.8596 -1.3712
C 2.7065 -3.8519 -0.5990
C 2.5236 -2.5983 0.2657
O 3.3337 -2.2127 1.0632
N 1.3016 -2.0223 -0.0648
C 0.7183 -2.8394 -0.9448
N -0.5415 -2.6595 -1.3704
H 1.8846 -5.5946 -2.4129
H 0.6328 -4.5982 -3.1433
H 0.2710 -5.5638 -1.6911
H 3.6006 -3.7657 -1.2168
H 2.7917 -4.7340 0.0388
H -1.1522 -2.2483 -0.6551
H -0.9483 -3.3890 -1.9306

87
Properties=species:S:1:pos:R:3 method="wB97M-V/def2-TZVPD" spin_multiplicity=3 gap_ev="5.01 / 4.58" total_charge=+2 e_above_lowest_kcal_mol=0.0 s_squared=2.033
P 1.3211 1.1079 -2.2211
C 2.9931 1.2525 -3.0003
C 3.3742 0.6200 -4.1938
H 2.7116 -0.0952 -4.6820
C 4.6101 0.9084 -4.7854
H 4.8816 0.4278 -5.7264
C 5.4927 1.8039 -4.1773
H 6.4547 2.0323 -4.6433
C 5.1401 2.4019 -2.9610
H 5.8296 3.0910 -2.4732
C 3.9077 2.1202 -2.3707
H 3.6392 2.5832 -1.4186
C 0.6246 -0.2464 -3.2675
C 0.9379 -1.5650 -2.8847
H 1.4899 -1.7360 -1.9576
C 0.5640 -2.6437 -3.6838
H 0.8262 -3.6573 -3.3739
C -0.1362 -2.4290 -4.8731
H -0.4199 -3.2755 -5.5030
C -0.4748 -1.1261 -5.2497
H -1.0253 -0.9507 -6.1733
C -0.1067 -0.0417 -4.4454
H -0.3899 0.9661 -4.7563
C 0.5224 2.5645 -3.0497
C 1.0726 3.2591 -4.1394
H 2.0773 3.0339 -4.4967
C 0.3410 4.2559 -4.7975
H 0.7807 4.7756 -5.6500
C -0.9473 4.5846 -4.3685
H -1.5263 5.3500 -4.8926
C -1.4851 3.9312 -3.2534
H -2.4878 4.1862 -2.9100
C -0.7460 2.9572 -2.5775
H -1.1515 2.4998 -1.6715
Mo 0.5681 -0.6417 2.5660
C -1.3990 -1.4423 2.4753
C -1.9705 -1.5755 1.2575
H -1.9660 -1.7267 3.3748
C -1.1798 -1.0893 0.0556
O -1.9508 -0.0296 -0.5674
H -1.4554 0.3255 -1.3306
C 0.1505 -0.5979 0.5158
H -1.0550 -1.9145 -0.6740
C 1.2374 0.0932 0.4825
Cl -0.1514 -0.7761 4.9599
Cl 2.5779 0.4320 3.2153
P 1.6009 -2.7253 2.8811
C 2.2244 -2.9848 4.5771
H 1.3763 -3.0360 5.2692
H 2.8558 -2.1351 4.8601
H 2.8044 -3.9160 4.6135
C 0.5706 -4.1897 2.5930
H 0.0747 -4.1034 1.6187
H -0.1985 -4.2509 3.3733
H 1.1958 -5.0928 2.6112
C 3.0679 -2.9723 1.8451
H 3.7791 -2.1589 2.0325
H 2.7770 -2.9596 0.7878
H 3.5221 -3.9409 2.0959
P -3.6769 -2.2017 1.1246
C -4.0843 -3.0077 2.6660
C -3.6776 -3.3663 -0.2307
H -4.1166 -2.2759 3.4832
H -3.3436 -3.7826 2.9040
H -5.0736 -3.4747 2.5638
H -3.2030 -2.9097 -1.1091
H -4.7157 -3.6344 -0.4649
H -3.1221 -4.2686 0.0585
C -4.7319 -0.7964 0.8151
H -5.0512 -0.3590 1.7696
H -5.6107 -1.1275 0.2481
H -4.1602 -0.0577 0.2387
H 2.0928 0.5648 0.0020
C -2.4559 1.9715 4.4911
P -0.9177 2.6736 3.8664
C -1.1935 4.4525 3.6984
C 0.2739 2.5487 5.2137
O -0.5088 2.0541 2.5582
H -3.1089 1.7526 3.6383
H -2.9425 2.6932 5.1587
H -2.2389 1.0401 5.0256
H -1.7570 4.8311 4.5595
H -0.2228 4.9593 3.6431
H -1.7501 4.6391 2.7743
H 0.2177 1.5454 5.6523
H 1.2835 2.6929 4.8160
H 0.0431 3.3054 5.9744

78
Properties=species:S:1:pos:R:3 method="wB97M-V/def2-TZVPD" spin_multiplicity=2 gap_ev="7.14 / 5.13" total_charge=+1 s_squared=0.785
Ba 0.0902 0.7351 -1.2095
C 4.1423 1.2492 -0.1391
C 3.1955 0.9704 0.9843
C 3.4796 0.4526 2.2549
C 2.2609 0.4107 2.8914
N 1.3174 0.8610 2.0365
N 1.8933 1.2059 0.8613
B -0.1765 1.0110 2.4742
N -0.9330 -0.2972 2.1424
C -1.6645 -1.1349 2.9063
C -2.1688 -2.1283 2.0947
C -1.7066 -1.8153 0.8086
C -1.9540 -2.5072 -0.4950
N -0.9617 -0.7154 0.8575
N -0.8689 2.2268 1.8104
C -1.7984 2.9938 2.4234
C -2.2231 3.9526 1.5365
C -1.4953 3.7053 0.3626
C -1.5302 4.4397 -0.9383
N -0.6911 2.6623 0.5419
N -0.1129 1.3288 3.9870
C 0.4356 2.4723 4.4759
C 0.4992 2.3572 5.8380
C -0.0129 1.0706 6.1207
C -0.1769 0.4198 7.4535
N -0.3669 0.4685 4.9960
H 5.1477 1.4163 0.2414
H 3.8285 2.1297 -0.6981
H 4.1809 0.4016 -0.8288
H 4.4410 0.1913 2.6623
H 2.0174 0.1118 3.8972
H -1.7519 -0.9773 3.9634
H -2.7913 -2.9554 2.3889
H -2.4034 -3.4848 -0.3345
H -1.0207 -2.6372 -1.0480
H -2.6354 -1.9176 -1.1132
H -2.0919 2.8232 3.4437
H -2.9423 4.7333 1.7137
H -2.1084 5.3556 -0.8415
H -1.9955 3.8225 -1.7108
H -0.5213 4.6998 -1.2604
H 0.7357 3.2746 3.8235
H 0.8648 3.0854 6.5417
H 0.2258 1.0554 8.2391
H 0.3406 -0.5393 7.4836
H -1.2299 0.2350 7.6681
Cl -4.8054 2.5226 -2.7337
C -4.1586 1.2115 -3.6118
C -4.8629 0.6618 -4.6646
C -4.3449 -0.4056 -5.3791
Cl -5.2573 -1.0482 -6.6768
C -3.0742 -0.9778 -5.0519
C -2.5007 -2.0707 -5.7243
C -1.2802 -2.5436 -5.3141
C -0.6405 -1.9208 -4.2373
N -1.1539 -0.8932 -3.5930
C -2.3441 -0.4227 -3.9823
C -2.8634 0.7127 -3.2145
O -2.2163 1.1973 -2.2779
H -5.8272 1.0713 -4.9297
H -3.0255 -2.5266 -6.5520
H -0.8132 -3.3835 -5.8076
H 0.3220 -2.2770 -3.8886
C 4.6416 -3.5929 -1.5083
N 3.5951 -2.6246 -1.7614
C 3.6467 -1.6344 -2.8221
C 2.4044 -0.7946 -2.4975
O 2.0259 0.2115 -3.0797
N 1.7985 -1.3302 -1.4106
C 2.5390 -2.3486 -0.9798
N 2.2293 -3.0206 0.1250
H 5.1086 -3.8587 -2.4537
H 4.2198 -4.5015 -1.0798
H 5.4080 -3.1964 -0.8386
H 3.5818 -2.0779 -3.8176
H 4.5494 -1.0212 -2.7732
H 1.4755 -2.6547 0.6883
H 2.8601 -3.6821 0.5406

13
Properties=species:S:1:pos:R:3 method="wB97M-V/def2-TZVPD" gap_ev="5.59 / 5.61" e_above_lowest_kcal_mol=135.7
C 0.1882 -1.2059 0.3638
C -0.4116 2.2636 0.1192
C -0.0741 -1.5604 -1.0402
N -0.0872 0.1080 0.7835
N -0.5922 0.9978 0.0348
O 0.6801 2.8846 0.6133
S -0.9216 -2.2503 1.6124
H 1.2877 -1.4486 0.6825
H -1.1258 2.9257 -0.4480
H -1.0110 -1.3440 -1.4072
H 0.1538 -2.5794 -0.9777
H 0.7269 -1.0549 -1.5551
H 1.1868 2.2638 1.2187

Total energy for every record listed, in sequence, given in eV: -161354.7543 -21525.2393 -75718.6283 -102067.5331 -78969.3940 -19066.2834.